Below is 5 unconnected molecules or ions with the total composition CH12NO4 in a non-equilibrium geometry, with properties calculated with the ωB97M-V functional and the def2-TZVPD basis.

**DFT total energy**: -10905.566 eV
**Frontier orbital gap**: 11.41 eV
**Charge**: +1
**ΔE to the lowest compared entry with this formula, charge and spin**: 4.59 kcal per mole

```
18
CH12NO4 (the ωB97M-V functional and the def2-TZVPD basis)
C 1.6607 -0.0051 -0.1988
N 0.3995 -0.0496 -0.0223
H 2.2419 0.3756 0.6271
H 2.1347 -0.2590 -1.1385
H -0.1857 -0.3790 -0.8307
H 0.0619 -0.0334 0.9496
H -1.7680 0.8714 2.7694
H -0.2984 0.7689 3.1861
O -0.8923 0.6573 2.4354
H -1.6898 0.0355 -2.3143
H -1.6721 -1.5295 -2.2632
O -1.1302 -0.7388 -2.1618
H 3.3513 -2.1941 1.9945
H 4.4627 -1.2160 1.6570
O 3.5013 -1.3297 1.5712
H -3.4793 1.6640 -2.8669
H -3.5558 1.9901 -1.3897
O -3.1424 1.3716 -2.0040
```



Below is a molecular structure, C11H13BN5O4S4SbSn in a non-equilibrium geometry, with properties calculated with the ωB97M-V functional and the def2-TZVPD basis.

**DFT total energy**: -83646.795 eV
**Frontier orbital gap (alpha / beta)**: 6.38 / 4.79 eV
**Charge**: -1
**Expectation value of S²**: 0.76
**Spin multiplicity**: 2
**ΔE to the lowest compared entry with this formula, charge and spin**: 18.27 kcal per mole

```
40
C11H13BN5O4S4SbSn (the ωB97M-V functional and the def2-TZVPD basis)
Sn 0.7680 -0.0344 0.5323
S 3.8150 -0.8226 5.0459
Sb 2.6869 -1.1901 3.1411
S 0.5157 -1.8711 2.9997
S 3.6216 -1.3365 1.0662
O -6.4478 -0.3689 -1.0552
C -5.8309 -1.3366 -0.5997
O -6.1150 -2.5156 -0.3483
C -4.3051 -0.9969 -0.2522
C -3.6488 -1.7681 0.6996
C -2.3332 -1.4703 1.0073
N -1.6822 -0.4855 0.3899
C -2.2975 0.2472 -0.5284
C -3.6249 0.0368 -0.8773
C -1.4694 1.3185 -1.2240
O -1.9895 2.0109 -2.0744
O -0.2334 1.3781 -0.8533
H -4.1626 -2.5902 1.1764
H -1.7740 -2.0258 1.7529
H -4.0849 0.6831 -1.6093
N 2.6520 2.6192 -0.6226
N 2.6076 1.1872 -0.7589
H 2.7643 2.8289 0.3645
H 1.7240 2.9494 -0.8773
H 3.5204 0.8217 -0.4986
H 2.4725 1.0183 -1.7513
B 3.0104 3.5318 2.9851
C 2.1458 2.3446 2.5108
N 1.5433 1.4256 2.1308
H 2.4183 4.5432 2.6996
H 4.0724 3.4248 2.4171
H 3.1507 3.4465 4.1771
S -0.1817 -2.7094 -3.7325
C 1.4734 -2.2887 -3.5588
C 1.7026 -1.8109 -2.3110
N 0.5987 -1.7823 -1.5027
C -0.4573 -2.2224 -2.1116
H 2.1636 -2.4128 -4.3750
H 2.6517 -1.4894 -1.9067
H -1.4406 -2.2872 -1.6672
```



Below is 9 unconnected molecules or ions with the total composition H18O9 in a non-equilibrium geometry, with properties calculated with the ωB97M-V functional and the def2-TZVPD basis.

**DFT total energy**: -18719.833 eV
**Frontier orbital gap**: 10.40 eV
**Charge**: 0
**ΔE to the lowest compared entry with this formula, charge and spin**: 53.10 kcal per mole
**Structure (SMILES)**: O.O.O.O.O.O.O.O.O

```
27
H18O9 (the ωB97M-V functional and the def2-TZVPD basis)
O 2.4983 -0.2822 -0.6689
H 1.8073 -0.6019 -0.1146
H 3.1414 0.0314 -0.0686
O -0.6676 -0.2967 -2.1468
H -0.7543 -0.1642 -1.2133
H -0.1620 0.4725 -2.3522
O -0.6171 0.8144 0.4680
H -1.4760 0.5328 0.6921
H -0.0436 0.2985 1.0713
O 1.3668 1.8994 -1.7671
H 0.6688 2.2265 -1.2030
H 1.8006 1.1946 -1.2867
O 0.8754 -0.8424 1.9507
H 0.3442 -1.6488 2.0961
H 0.6888 -0.2613 2.6976
O -3.4204 0.0439 -1.5430
H -2.7660 -0.5426 -1.9385
H -3.4669 -0.3601 -0.6804
O -2.9213 -0.6175 1.2650
H -2.8339 -1.4938 0.8077
H -2.4138 -0.7852 2.0331
O 2.1553 2.1734 1.7779
H 2.9822 1.7290 1.6452
H 2.0365 2.8529 1.1382
O 0.2409 -2.1568 -0.5579
H 1.0993 -2.4885 -0.7829
H -0.1626 -1.7271 -1.3190
```



Below is a single C3H3N5 molecule in a non-equilibrium geometry, with properties calculated with the ωB97M-V functional and the def2-TZVPD basis.

**DFT total energy**: -10605.316 eV
**Frontier orbital gap**: 8.67 eV
**Charge**: 0
**ΔE to the lowest compared entry with this formula, charge and spin**: 81.90 kcal per mole
**Structure (SMILES)**: N=c1nnccnn1

```
11
C3H3N5 (the ωB97M-V functional and the def2-TZVPD basis)
C -0.6159 0.8091 -0.0335
C 1.1912 -0.8165 0.7853
C 0.2300 -1.5937 0.2263
H -2.5249 1.0701 0.2340
H 1.8947 -1.2345 1.5489
H 0.1488 -2.6250 0.4579
N -1.5437 1.3565 0.5992
N 0.7056 1.2087 -0.0839
N 1.5873 0.3988 0.3234
N -0.5839 -1.1906 -0.8112
N -0.7867 -0.0026 -1.1860
```



Below is a single C3H5NOS molecule in a non-equilibrium geometry, with properties calculated with the ωB97M-V functional and the def2-TZVPD basis.

**DFT total energy**: -17561.258 eV
**Frontier orbital gap**: 8.75 eV
**Charge**: 0
**ΔE to the lowest compared entry with this formula, charge and spin**: 92.46 kcal per mole

```
11
C3H5NOS (the ωB97M-V functional and the def2-TZVPD basis)
C -1.5868 -0.0668 0.3149
C -0.1959 -0.1702 0.2455
C 1.8580 0.9294 0.0623
N 0.6096 0.9168 0.1691
O 4.3250 -0.2889 0.2066
S 2.9012 -0.5754 -0.0826
H -2.0981 -0.9942 0.4489
H -2.0847 0.9830 0.1562
H 3.0530 -0.4693 -1.5175
H 0.3240 -1.1950 0.3345
H 2.2836 1.9041 -0.0947
```



Below is a single C5H4O2 molecule in a non-equilibrium geometry, with properties calculated with the ωB97M-V functional and the def2-TZVPD basis.

**DFT total energy**: -9339.027 eV
**Frontier orbital gap**: 8.98 eV
**Charge**: 0
**ΔE to the lowest compared entry with this formula, charge and spin**: 118.88 kcal per mole

```
11
C5H4O2 (the ωB97M-V functional and the def2-TZVPD basis)
O 0.6760 -0.7721 1.2946
C 0.0760 0.4488 1.2568
O 0.7884 1.4152 0.5877
C 0.9022 0.8322 -0.6955
C 0.3176 -0.3419 -0.9525
C -0.4724 -0.9879 0.2035
C -1.2044 0.0943 0.9403
H 1.4976 1.4346 -1.3684
H 0.4239 -0.8347 -1.9113
H -0.9287 -1.9633 -0.0386
H -2.0762 0.6749 0.6836
```



Below is a molecular structure, C24H26IrN4Si in a non-equilibrium geometry, with properties calculated with the ωB97M-V functional and the def2-TZVPD basis.

**DFT total energy**: -41964.339 eV
**Frontier orbital gap (alpha / beta)**: 3.85 / 2.60 eV
**Charge**: +2
**Expectation value of S²**: 8.79
**Spin multiplicity**: 6
**ΔE to the lowest compared entry with this formula, charge and spin**: 0.00 kcal per mole

```
56
C24H26IrN4Si (the ωB97M-V functional and the def2-TZVPD basis)
C 1.5630 2.2281 3.9168
C 0.5410 1.2689 3.6095
C 1.1945 0.1058 3.0615
H -0.5261 1.3985 3.7683
C 2.5975 0.3893 2.9515
C 2.8224 1.6962 3.5088
H 3.7910 2.1925 3.5989
H 1.4039 3.1949 4.3931
H 0.7093 -0.8105 2.7492
H 3.3614 -0.2746 2.5557
Ir 1.4499 1.7064 1.6764
C 0.3159 0.6046 0.5260
H 0.8704 -0.2704 0.1555
H -0.0625 1.1754 -0.3291
H -0.5407 0.2398 1.1137
Si -1.2980 -1.9787 -2.5107
C -3.0754 -1.8522 -2.0181
C -3.4698 -2.0460 -0.6822
H -2.7292 -2.3097 0.0788
C -4.8175 -1.9038 -0.3257
H -5.1166 -2.0491 0.7136
C -5.7779 -1.5763 -1.2902
H -6.8267 -1.4560 -1.0061
C -5.3845 -1.4002 -2.6243
H -6.1311 -1.1510 -3.3806
C -4.0413 -1.5373 -2.9918
H -3.7337 -1.4091 -4.0338
C -0.5833 -3.5270 -1.7957
C -1.3251 -4.7183 -1.6960
H -2.3507 -4.7656 -2.0743
C -0.7543 -5.8473 -1.0928
H -1.3373 -6.7662 -1.0069
C 0.5536 -5.8019 -0.5949
H 0.9919 -6.6797 -0.1125
C 1.3009 -4.6229 -0.7234
H 2.3240 -4.5852 -0.3461
C 0.7454 -3.4923 -1.3319
H 1.3296 -2.5723 -1.4346
H -0.5735 -0.7802 -2.0228
H -1.1845 -2.0547 -3.9777
N 1.5450 5.7232 0.6139
C 0.7867 5.9258 1.7675
C 0.5040 4.6932 2.2727
N 1.1139 3.7449 1.4602
C 1.7393 4.3731 0.4509
C 2.4705 3.4773 -0.4324
N 2.4602 2.1917 -0.0534
C 3.1635 1.4353 -0.9789
C 3.6153 2.2783 -1.9476
N 3.1753 3.5593 -1.6038
H 1.9088 6.4577 0.0123
H 0.5304 6.9003 2.1442
H -0.0627 4.4177 3.1490
H 3.2822 0.3667 -0.8741
H 4.1878 2.0787 -2.8336
H 3.3539 4.4150 -2.1224
```